(1)
Below is 12 unconnected molecules or ions with the total composition C48H96O36, with properties calculated with the ωB97M-V functional and the def2-TZVPD basis.

```
! RIJCOSX wB97M-V def2-TZVPD def2/J DEFGRID3
* xyz 0 1
C -2.68 -0.12 -1.08
C -1.38 -0.34 -0.38
O -1.06 0.89 0.30
C 0.01 0.88 1.07
O 0.80 -0.02 1.14
O 0.12 2.05 1.70
C 1.45 2.43 2.08
H -3.46 0.27 -0.43
H -3.06 -1.00 -1.60
H -2.55 0.65 -1.85
H -0.58 -0.54 -1.10
H -1.32 -1.23 0.26
H 2.12 2.29 1.23
H 1.85 1.76 2.83
H 1.42 3.47 2.36
C -0.10 -4.26 -2.47
C 1.12 -4.49 -3.34
O 1.64 -3.19 -3.70
C 2.59 -3.18 -4.63
O 2.87 -4.10 -5.35
O 3.19 -2.00 -4.63
C 4.24 -1.84 -5.59
H -0.03 -3.25 -2.07
H -0.19 -5.05 -1.73
H -1.02 -4.31 -3.06
H 0.93 -5.07 -4.24
H 1.91 -4.99 -2.77
H 4.37 -0.78 -5.77
H 4.01 -2.41 -6.49
H 5.16 -2.21 -5.14
C -8.32 3.55 -6.48
C -8.36 2.72 -5.23
O -7.02 2.47 -4.77
C -6.49 1.28 -5.09
O -7.02 0.41 -5.71
O -5.26 1.23 -4.58
C -4.57 0.02 -4.82
H -7.96 4.56 -6.29
H -9.29 3.59 -6.97
H -7.66 3.07 -7.20
H -8.89 1.78 -5.39
H -8.88 3.16 -4.38
H -5.15 -0.84 -4.46
H -3.67 0.00 -4.21
H -4.33 -0.11 -5.87
C 2.87 4.29 -1.89
C 3.77 4.76 -3.03
O 4.07 3.70 -3.92
C 5.19 3.02 -3.73
O 5.96 3.13 -2.81
O 5.29 2.08 -4.66
C 6.51 1.37 -4.68
H 3.41 3.59 -1.26
H 2.00 3.79 -2.31
H 2.53 5.17 -1.33
H 4.61 5.32 -2.62
H 3.17 5.45 -3.62
H 6.58 0.84 -5.63
H 6.56 0.62 -3.89
H 7.39 2.01 -4.62
C -5.43 -1.63 7.70
C -4.30 -1.86 6.72
O -4.84 -1.72 5.41
C -3.93 -1.71 4.43
O -2.77 -1.97 4.57
O -4.58 -1.49 3.30
C -3.85 -1.35 2.09
H -6.39 -1.94 7.29
H -5.58 -0.55 7.82
H -5.27 -2.10 8.67
H -3.93 -2.88 6.83
H -3.46 -1.17 6.86
H -3.44 -0.33 2.07
H -4.53 -1.36 1.25
H -3.01 -2.02 2.00
C -3.51 -6.10 0.17
C -2.88 -4.81 0.56
O -2.23 -5.03 1.83
C -1.30 -4.14 2.16
O -1.00 -3.17 1.51
O -0.76 -4.48 3.31
C 0.13 -3.53 3.90
H -3.92 -6.08 -0.84
H -4.29 -6.42 0.86
H -2.70 -6.84 0.15
H -3.57 -3.98 0.73
H -2.18 -4.46 -0.19
H -0.43 -2.62 4.17
H 0.94 -3.29 3.22
H 0.35 -3.90 4.90
C -1.66 5.62 2.81
C -0.40 6.32 2.34
O 0.29 6.92 3.46
C 1.45 6.38 3.81
O 2.02 5.48 3.25
O 1.93 7.07 4.83
C 3.21 6.64 5.30
H -2.36 6.32 3.27
H -1.40 4.90 3.58
H -2.12 5.13 1.95
H -0.60 7.15 1.66
H 0.25 5.62 1.82
H 3.11 5.66 5.79
H 3.52 7.32 6.09
H 3.97 6.59 4.53
C -2.91 -3.04 -6.79
C -1.92 -3.24 -5.65
O -0.83 -2.34 -5.80
C -0.69 -1.40 -4.87
O -1.50 -1.14 -4.02
O 0.46 -0.78 -5.09
C 0.77 0.31 -4.25
H -3.16 -1.98 -6.81
H -3.82 -3.59 -6.54
H -2.54 -3.38 -7.75
H -1.52 -4.26 -5.71
H -2.40 -3.20 -4.68
H -0.10 0.94 -4.05
H 1.55 0.89 -4.73
H 1.13 0.02 -3.25
C 3.07 -1.13 3.60
C 1.88 -0.52 4.27
O 2.28 0.52 5.17
C 1.48 0.93 6.13
O 0.47 0.39 6.51
O 1.99 2.06 6.64
C 1.08 2.94 7.32
H 3.60 -0.34 3.06
H 2.68 -1.78 2.81
H 3.73 -1.68 4.26
H 1.18 -1.21 4.73
H 1.22 -0.04 3.53
H 1.71 3.57 7.95
H 0.43 2.37 7.99
H 0.57 3.53 6.56
C -9.08 -0.29 -3.02
C -7.66 -0.39 -2.52
O -7.13 -1.61 -3.06
C -6.03 -2.09 -2.48
O -5.47 -1.63 -1.52
O -5.67 -3.20 -3.12
C -4.46 -3.78 -2.68
H -9.10 -0.22 -4.11
H -9.59 0.56 -2.58
H -9.64 -1.18 -2.74
H -7.61 -0.44 -1.43
H -7.07 0.46 -2.87
H -4.13 -4.57 -3.35
H -4.56 -4.28 -1.71
H -3.67 -3.04 -2.57
C 6.96 1.62 9.02
C 6.38 2.73 8.16
O 5.83 2.11 6.99
C 5.49 2.94 6.01
O 5.69 4.12 5.99
O 4.94 2.22 5.04
C 4.58 2.90 3.86
H 7.41 2.06 9.91
H 7.75 1.11 8.49
H 6.17 0.92 9.28
H 7.10 3.49 7.88
H 5.60 3.22 8.75
H 3.71 2.42 3.38
H 5.35 2.83 3.09
H 4.17 3.89 4.05
C 8.52 -3.79 -2.98
C 7.05 -3.51 -2.80
O 6.96 -2.21 -2.22
C 5.73 -1.79 -1.92
O 4.72 -2.44 -2.03
O 5.83 -0.58 -1.40
C 4.57 0.05 -1.10
H 9.05 -3.84 -2.03
H 8.94 -2.89 -3.43
H 8.71 -4.63 -3.64
H 6.52 -4.25 -2.20
H 6.53 -3.49 -3.77
H 3.99 0.08 -2.02
H 4.80 1.04 -0.75
H 4.00 -0.59 -0.42
*
```

Computed properties:
HOMO level = -10.4 eV
structure (SMILES) = CCOC(=O)OC.CCOC(=O)OC.CCOC(=O)OC.CCOC(=O)OC.CCOC(=O)OC.CCOC(=O)OC.CCOC(=O)OC.CCOC(=O)OC.CCOC(=O)OC.CCOC(=O)OC.CCOC(=O)OC.CCOC(=O)OC
molecular weight = 1249.3 g/mol
HOMO-LUMO gap = 11.0 eV
energy above the lowest of the compared OMol25 structures with the same formula, charge and spin = 0.0 kJ/mol

=====

(2)
Below is 14 unconnected molecules or ions with the total composition C48H96O36S6, with properties calculated with the ωB97M-V functional and the def2-TZVPD basis.

```
! RIJCOSX wB97M-V def2-TZVPD def2/J DEFGRID3
* xyz 0 1
C 2.57 3.03 2.09
C 1.58 4.01 1.44
C 2.32 4.64 0.16
S 4.03 4.88 0.67
O 4.32 6.22 1.12
O 4.99 4.23 -0.26
C 3.84 3.80 2.15
H 2.65 2.15 1.45
H 2.18 2.82 3.06
H 1.35 4.78 2.18
H 0.64 3.62 1.07
H 2.00 5.64 -0.12
H 2.31 3.97 -0.71
H 3.77 4.50 2.94
H 4.73 3.14 2.25
C -6.55 0.47 3.22
C -7.44 0.48 2.00
C -6.53 0.99 0.93
S -5.01 0.00 1.09
O -3.80 0.77 0.92
O -5.20 -1.21 0.31
C -5.31 -0.29 2.86
H -6.95 0.06 4.15
H -6.25 1.50 3.47
H -8.35 1.05 2.05
H -7.68 -0.59 1.89
H -6.20 2.01 1.18
H -6.97 0.94 -0.08
H -4.38 0.04 3.28
H -5.36 -1.38 2.92
C -3.09 -2.01 5.90
C -3.06 -3.48 5.51
C -2.61 -3.42 4.00
S -1.32 -2.18 4.00
O -1.69 -1.07 3.08
O -0.02 -2.80 3.87
C -1.69 -1.52 5.63
H -3.41 -1.83 6.93
H -3.78 -1.52 5.24
H -4.07 -3.94 5.55
H -2.44 -4.03 6.19
H -3.46 -3.01 3.45
H -2.19 -4.34 3.59
H -1.46 -0.49 5.47
H -0.98 -1.92 6.36
C 5.61 3.44 -4.75
C 6.56 2.74 -3.76
C 5.67 2.22 -2.65
S 4.16 1.67 -3.39
O 3.07 2.36 -2.80
O 4.13 0.25 -3.42
C 4.52 2.44 -5.00
H 6.22 3.66 -5.62
H 5.29 4.37 -4.26
H 7.31 3.41 -3.33
H 7.12 1.92 -4.22
H 5.37 3.05 -1.97
H 6.10 1.42 -2.07
H 3.58 2.92 -5.24
H 4.79 1.73 -5.81
C 4.04 -0.46 5.07
C 4.27 1.01 5.15
C 3.03 1.70 5.88
S 1.65 0.57 5.61
O 0.69 1.21 4.70
O 1.17 -0.01 6.86
C 2.56 -0.67 4.61
H 4.20 -0.88 6.05
H 4.79 -0.86 4.39
H 4.19 1.36 4.11
H 5.21 1.25 5.58
H 2.62 2.62 5.45
H 3.15 1.99 6.94
H 2.31 -0.40 3.62
H 1.98 -1.52 4.92
C 0.54 0.36 1.48
C -0.82 0.51 0.87
C -0.98 -0.68 -0.09
S 0.55 -0.71 -0.97
O 0.49 0.03 -2.20
O 1.08 -2.05 -1.01
C 1.47 0.24 0.37
H 0.50 -0.51 2.11
H 0.85 1.20 2.08
H -0.91 1.43 0.35
H -1.62 0.49 1.58
H -1.81 -0.49 -0.77
H -1.12 -1.65 0.40
H 1.60 1.26 -0.08
H 2.42 -0.25 0.50
C 6.94 1.86 1.34
O 6.62 0.86 0.36
C 5.49 0.16 0.51
O 4.72 0.29 1.46
O 5.47 -0.67 -0.52
C 4.40 -1.57 -0.61
H 7.07 2.85 0.92
H 7.83 1.50 1.84
H 6.18 1.81 2.10
H 3.50 -1.10 -1.08
H 4.13 -1.98 0.37
H 4.71 -2.38 -1.27
C -0.83 0.01 -5.41
O -0.98 -1.38 -5.76
C -1.86 -1.53 -6.69
O -2.47 -0.68 -7.31
O -1.95 -2.84 -6.96
C -3.08 -3.23 -7.75
H -1.78 0.39 -5.11
H -0.56 0.46 -6.36
H 0.00 0.08 -4.71
H -3.22 -4.29 -7.65
H -2.94 -2.87 -8.76
H -3.98 -2.73 -7.30
C -2.10 1.40 7.31
O -2.26 1.65 5.97
C -3.52 1.58 5.54
O -4.43 1.16 6.20
O -3.73 2.07 4.30
C -2.51 2.59 3.57
H -2.39 2.24 7.89
H -1.06 1.17 7.51
H -2.71 0.52 7.59
H -1.73 1.79 3.64
H -2.20 3.53 4.02
H -2.84 2.54 2.53
C -1.20 -3.90 -3.56
O -2.02 -2.84 -3.04
C -3.25 -2.83 -3.51
O -3.65 -3.59 -4.38
O -3.98 -2.04 -2.78
C -5.36 -2.08 -3.21
H -0.27 -3.91 -3.02
H -1.10 -3.75 -4.65
H -1.74 -4.83 -3.38
H -5.92 -1.39 -2.60
H -5.67 -3.10 -2.99
H -5.34 -1.85 -4.28
C -3.42 1.05 -2.30
O -3.93 1.20 -3.63
C -5.27 1.15 -3.73
O -6.03 1.11 -2.77
O -5.67 1.19 -4.99
C -4.79 1.14 -6.08
H -3.67 1.94 -1.76
H -2.34 0.98 -2.43
H -3.80 0.14 -1.84
H -5.44 1.05 -6.94
H -4.15 0.25 -6.01
H -4.19 2.06 -6.12
C 1.71 -4.24 1.03
O 1.79 -4.90 2.33
C 2.65 -4.32 3.18
O 3.41 -3.44 2.88
O 2.58 -4.82 4.45
C 1.71 -5.91 4.69
H 2.55 -4.48 0.40
H 1.61 -3.14 1.23
H 0.78 -4.66 0.56
H 1.95 -6.63 3.98
H 0.64 -5.67 4.65
H 1.91 -6.33 5.70
C -3.16 4.73 -0.11
O -2.76 4.26 -1.42
C -1.54 3.89 -1.55
O -0.71 3.92 -0.62
O -1.27 3.56 -2.76
C 0.12 3.30 -3.16
H -3.70 5.66 -0.20
H -2.24 4.86 0.44
H -3.85 3.97 0.30
H 0.36 2.32 -2.70
H 0.74 4.09 -2.73
H 0.21 3.23 -4.22
C 3.19 -5.33 -7.19
O 3.45 -4.02 -6.60
C 2.61 -3.73 -5.59
O 1.73 -4.43 -5.15
O 2.93 -2.50 -5.25
C 2.14 -1.91 -4.23
H 4.09 -5.93 -7.08
H 2.87 -5.28 -8.22
H 2.39 -5.71 -6.56
H 1.12 -1.64 -4.62
H 2.64 -0.99 -3.98
H 1.98 -2.54 -3.34
*
```

Computed properties:
HOMO level = -9.8 eV
molecular weight = 1441.7 g/mol
HOMO-LUMO gap = 10.0 eV